Entry 1:
{"formula": "C9H17N2O", "method": "ωB97M-V with the def2-TZVPD basis set", "symbols": ["C", "C", "C", "C", "C", "C", "C", "C", "C", "N", "N", "O", "H", "H", "H", "H", "H", "H", "H", "H", "H", "H", "H", "H", "H", "H", "H", "H", "H"], "xyz": [[-0.64, -0.84, -1.09], [0.34, -0.61, 2.17], [0.05, -1.72, -3.13], [0.32, -2.75, -2.02], [-1.60, 0.74, 1.51], [-0.50, 1.04, 3.77], [0.74, 1.76, 1.73], [-0.46, 0.73, -3.04], [-0.32, 0.65, 2.26], [-0.42, -0.53, -2.34], [-0.30, -2.17, -0.88], [0.96, -1.52, 2.14], [0.88, -1.63, -3.95], [-0.85, -1.96, -3.73], [-0.06, -3.73, -2.20], [1.41, -2.81, -2.03], [-1.46, 0.44, 0.50], [-2.28, -0.05, 1.89], [-2.06, 1.70, 1.69], [-0.94, 1.98, 3.69], [0.50, 1.08, 4.36], [-1.18, 0.34, 4.22], [1.16, 2.32, 2.49], [0.24, 2.43, 0.98], [1.56, 1.25, 1.19], [-1.30, 0.61, -3.73], [-0.49, 1.49, -2.37], [0.40, 0.78, -3.60], [-0.46, -2.86, -0.25]], "e_tot_ha": -537.4986, "de_lowest_kj_mol": 365.63, "charge": 1, "homo_ha": -0.427, "gap_ev": 7.5}


Entry 2:
{"formula": "C4H8FNO", "method": "ωB97M-V with the def2-TZVPD basis set", "symbols": ["C", "C", "C", "C", "H", "H", "H", "H", "H", "H", "H", "H", "N", "O", "F"], "xyz": [[1.65, 1.19, -0.02], [1.39, -0.16, -0.69], [0.32, -1.05, -0.13], [-1.06, -0.71, -0.67], [2.52, 1.70, -0.54], [1.92, 0.96, 0.94], [0.76, 1.85, 0.06], [2.28, -0.80, -0.71], [1.19, 0.11, -1.74], [0.55, -2.13, -0.28], [-1.53, -1.37, -1.34], [-0.89, 0.71, 1.13], [-1.78, 0.33, -0.48], [-1.30, 1.24, 0.44], [0.25, -0.98, 1.26]], "e_tot_ha": -386.9808, "smiles": "CC[C@@H](F)/C=N\\O", "de_lowest_kj_mol": 214.08, "homo_ha": -0.362, "gap_ev": 10.7}


Please write out number 2 again, unchanged.
{"formula": "C4H8FNO", "method": "ωB97M-V with the def2-TZVPD basis set", "symbols": ["C", "C", "C", "C", "H", "H", "H", "H", "H", "H", "H", "H", "N", "O", "F"], "xyz": [[1.65, 1.19, -0.02], [1.39, -0.16, -0.69], [0.32, -1.05, -0.13], [-1.06, -0.71, -0.67], [2.52, 1.70, -0.54], [1.92, 0.96, 0.94], [0.76, 1.85, 0.06], [2.28, -0.80, -0.71], [1.19, 0.11, -1.74], [0.55, -2.13, -0.28], [-1.53, -1.37, -1.34], [-0.89, 0.71, 1.13], [-1.78, 0.33, -0.48], [-1.30, 1.24, 0.44], [0.25, -0.98, 1.26]], "e_tot_ha": -386.9808, "smiles": "CC[C@@H](F)/C=N\\O", "de_lowest_kj_mol": 214.08, "homo_ha": -0.362, "gap_ev": 10.7}


- What is the formula in the second record?
  C4H8FNO


Please write out number 1 again, unchanged.
{"formula": "C9H17N2O", "method": "ωB97M-V with the def2-TZVPD basis set", "symbols": ["C", "C", "C", "C", "C", "C", "C", "C", "C", "N", "N", "O", "H", "H", "H", "H", "H", "H", "H", "H", "H", "H", "H", "H", "H", "H", "H", "H", "H"], "xyz": [[-0.64, -0.84, -1.09], [0.34, -0.61, 2.17], [0.05, -1.72, -3.13], [0.32, -2.75, -2.02], [-1.60, 0.74, 1.51], [-0.50, 1.04, 3.77], [0.74, 1.76, 1.73], [-0.46, 0.73, -3.04], [-0.32, 0.65, 2.26], [-0.42, -0.53, -2.34], [-0.30, -2.17, -0.88], [0.96, -1.52, 2.14], [0.88, -1.63, -3.95], [-0.85, -1.96, -3.73], [-0.06, -3.73, -2.20], [1.41, -2.81, -2.03], [-1.46, 0.44, 0.50], [-2.28, -0.05, 1.89], [-2.06, 1.70, 1.69], [-0.94, 1.98, 3.69], [0.50, 1.08, 4.36], [-1.18, 0.34, 4.22], [1.16, 2.32, 2.49], [0.24, 2.43, 0.98], [1.56, 1.25, 1.19], [-1.30, 0.61, -3.73], [-0.49, 1.49, -2.37], [0.40, 0.78, -3.60], [-0.46, -2.86, -0.25]], "e_tot_ha": -537.4986, "de_lowest_kj_mol": 365.63, "charge": 1, "homo_ha": -0.427, "gap_ev": 7.5}